No. 1
This record from OMol25 describes a molecular structure, C30H30Cl3O5P2RuS2. The level of theory is ωB97M-V with the def2-TZVPD basis set.

Geometry (Å):
Ru -1.15333 -1.39078 0.16850
C -3.54719 3.63004 -2.22057
C -3.86681 3.17604 -0.81197
O -2.65665 2.81515 -0.14038
P -2.41482 1.25474 0.22352
S -0.70879 1.08963 1.18884
S -2.59458 0.10020 -1.37946
O -3.68444 0.95537 1.18219
C -3.60059 0.90765 2.60356
C -3.60354 2.29589 3.21170
H -4.45862 3.95649 -2.72576
H -3.10578 2.80470 -2.78252
H -2.83825 4.45981 -2.20312
H -4.55980 2.33241 -0.82747
H -4.32492 3.97825 -0.22805
H -2.69979 0.36273 2.89411
H -4.47304 0.33475 2.92373
H -2.71359 2.84351 2.90054
H -3.60666 2.22767 4.30199
H -4.48716 2.85246 2.89393
Cl -1.97914 -4.87193 6.53787
C -1.43971 -4.08115 5.07489
C -0.06442 -3.93575 4.84633
C 0.36454 -3.32114 3.70654
Cl 2.07123 -3.14620 3.43481
C -0.51989 -2.80557 2.69396
O -0.02766 -2.26950 1.65672
C -1.91431 -2.96274 2.98326
C -2.97621 -2.48306 2.13629
O -2.89995 -1.83481 1.09187
C -2.33677 -3.60522 4.16528
H 0.65239 -4.30749 5.56535
H -3.99029 -2.71458 2.49348
H -3.39918 -3.71446 4.34755
O 0.76007 -1.17948 -0.80027
P 1.70862 -0.12448 -1.23643
C 2.78073 -0.79734 -2.53186
C 3.38001 -0.00525 -3.50673
C 4.23263 -0.57737 -4.44048
C 4.48033 -1.94208 -4.40839
C 3.87359 -2.73778 -3.44539
C 3.02662 -2.16843 -2.50741
C 2.83649 0.37782 0.08054
C 2.61694 -0.14900 1.34904
C 3.48121 0.17955 2.38586
C 4.55863 1.02098 2.15795
C 4.79269 1.52912 0.88526
C 3.93697 1.20187 -0.15314
C 0.94339 1.33106 -1.96309
C 0.10868 1.10793 -3.05765
C -0.46892 2.18128 -3.71530
C -0.22192 3.47612 -3.27846
C 0.58581 3.69882 -2.17202
C 1.16619 2.62605 -1.50974
H 3.16789 1.05667 -3.54735
H 4.69351 0.04126 -5.20034
H 5.13924 -2.38899 -5.14251
H 4.05431 -3.80485 -3.42973
H 2.53205 -2.77859 -1.76122
H 1.78913 -0.82773 1.51192
H 3.30700 -0.23299 3.37085
H 5.22820 1.27549 2.97058
H 5.64476 2.17201 0.70284
H 4.13138 1.58153 -1.15024
H -0.10415 0.09280 -3.37529
H -1.12710 2.00383 -4.55577
H -0.67770 4.31466 -3.79097
H 0.75026 4.70633 -1.81222
H 1.76940 2.79551 -0.62745
Cl -1.99843 -3.26345 -2.41908
C -1.25043 -3.19468 -0.72261
H -0.24379 -3.58535 -0.89056
H -1.82660 -3.94590 -0.17065

Computed properties:
frontier orbital gap: 0.2351 hartree
highest occupied orbital energy: -3.917 eV
net charge: -1
calculated total energy: -4492.1955 a.u.
ΔE to the lowest compared entry with this formula, charge and spin: 0.0 kcal per mole

=====

No. 2
This record from OMol25 describes a molecular structure, C30H30F9LuN7O4S in a non-equilibrium geometry. The level of theory is ωB97M-V with the def2-TZVPD basis set.

Geometry (Å):
Lu -1.01772 -0.88217 0.17971
N 1.29866 2.16142 6.90315
C 0.77144 2.32995 5.62604
C -0.37100 1.60803 5.21435
C -0.79917 1.66295 3.88897
C -0.03397 2.36945 2.95866
C 1.01886 3.19671 3.35966
C 1.34319 3.25304 4.71353
S -0.25863 2.01818 1.20887
O -1.61035 1.47171 0.92753
O 0.14325 3.22735 0.54273
N 0.65225 0.66715 1.06197
C 1.67233 0.41949 0.20945
N 2.85036 1.07094 0.25548
C 3.85244 0.55700 -0.43970
C 3.72837 -0.51436 -1.31052
C 2.45764 -1.08272 -1.33858
N 1.42063 -0.59310 -0.64561
H 1.00329 1.32315 7.38675
H 2.28599 2.35757 7.02095
H -0.91262 0.96073 5.87799
H -1.68132 1.07814 3.62722
H 1.55689 3.78818 2.58065
H 2.11720 3.93633 5.04578
H 4.78117 1.13649 -0.36140
H 4.58183 -0.95252 -1.84819
H 2.21561 -1.98517 -1.89026
C 1.94996 -5.57125 4.06565
C 1.39890 -4.47297 3.20307
C 1.07657 -3.19852 3.71070
C 0.45262 -2.24514 2.92070
N 0.15248 -2.47059 1.61833
C 0.53673 -3.65354 1.07840
C 1.16653 -4.64601 1.82594
H 2.91933 -5.29442 4.50311
H 2.11617 -6.45682 3.47456
H 1.28427 -5.81860 4.89596
H 1.31964 -2.92112 4.73328
H 0.17568 -1.25574 3.31628
H 0.31827 -3.85534 0.01874
H 1.42205 -5.56863 1.30182
F -4.59263 -4.04159 2.08826
C -3.43592 -3.83694 1.43131
F -3.02241 -5.02957 0.91228
F -2.49923 -3.52094 2.36146
C -3.53509 -2.77502 0.37279
O -2.23503 -2.57401 -0.17346
C -3.84199 -1.34759 0.94499
F -4.96308 -1.19152 1.66142
F -2.77250 -0.94046 1.76152
F -3.82443 -0.42559 -0.05146
C -4.47900 -3.19035 -0.73090
F -4.01724 -4.24836 -1.46499
F -4.65833 -2.17734 -1.64029
F -5.70060 -3.53376 -0.27030
C 1.58422 4.28473 -6.05119
C 1.13386 4.67629 -4.62441
N 0.66296 3.53101 -3.83501
C 1.71316 2.65726 -3.27575
C 2.08188 1.45933 -4.13038
C -0.64938 3.17468 -4.03000
O -1.39649 3.86476 -4.77776
C -1.20680 1.92148 -3.44984
C -2.19499 1.25506 -4.20815
C -2.64708 0.02340 -3.81457
C -2.11744 -0.55204 -2.66915
N -1.26961 0.12419 -1.86204
C -0.88910 1.37279 -2.22343
H 1.91892 5.18476 -6.55652
H 0.75676 3.84420 -6.60114
H 2.44324 3.61680 -6.04110
H 0.33166 5.42488 -4.61091
H 1.98972 5.13171 -4.10929
H 1.45433 2.38472 -2.25218
H 2.58760 3.28519 -3.16642
H 1.94975 0.55104 -3.54946
H 3.13829 1.48426 -4.43014
H 1.48243 1.36593 -5.02149
H -2.54546 1.76838 -5.11153
H -3.38647 -0.54921 -4.38090
H -2.39050 -1.55691 -2.34755
H -0.31380 1.94913 -1.49406

Computed properties:
frontier orbital gap: 0.2906 hartree
highest occupied orbital energy: -10.575 eV
net charge: +1
calculated total energy: -4377.9630 a.u.

=====

No. 3
This record from OMol25 describes a molecular structure, C30H30FIN6O8RuS2. The level of theory is ωB97M-V with the def2-TZVPD basis set.

Geometry (Å):
Ru -0.79704 -2.65473 0.66772
C 0.90386 -6.01627 1.22920
C -0.33470 -5.56298 1.90649
N -0.92950 -4.39723 1.74554
C -2.01921 -4.35619 2.57578
C -2.10540 -5.53096 3.25156
N -1.03753 -6.27516 2.81799
C -3.05179 -6.08159 4.25256
O -4.06027 -5.30267 4.58883
O -2.86990 -7.18845 4.69481
C -2.83137 -3.11457 2.59087
O -3.85192 -3.05186 3.26511
O -2.34728 -2.16682 1.85375
H 1.17956 -5.28692 0.46945
H 0.75550 -6.98805 0.75816
H 1.71811 -6.10165 1.94967
H -0.83264 -7.19753 3.17495
H -4.03374 -4.42797 4.11071
F -1.97529 3.96425 -0.25045
C -0.87787 3.27241 -0.63890
C -0.89357 1.91497 -0.51704
C 0.20031 1.16053 -0.94095
C 0.17886 -0.28796 -0.75661
O -0.82403 -0.78325 -0.19861
C 1.32095 -1.00286 -1.22894
C 2.34782 -0.28990 -1.77208
N 2.40540 1.05507 -1.86926
C 3.56110 1.68016 -2.46993
C 4.46463 2.50956 -1.60176
C 4.91694 1.17022 -2.10189
C 1.31013 1.81240 -1.47851
C 1.31392 3.20906 -1.57974
C 0.23127 3.96245 -1.15874
N 0.31018 5.37827 -1.20523
C 0.80885 6.00631 -2.41886
C 1.74570 7.15123 -2.01157
N 1.30601 7.62136 -0.64992
C -0.19324 7.66882 -0.59249
C -0.69636 6.21851 -0.56075
C 1.52468 -2.50757 -1.20227
O 2.51226 -2.95655 -1.75282
O 0.63321 -3.25304 -0.62594
H -1.74747 1.41610 -0.07925
H 3.20738 -0.83738 -2.13331
H 3.40337 1.99847 -3.49407
H 4.20899 2.57720 -0.55282
H 4.90152 3.39995 -2.03358
H 4.97295 0.37043 -1.37731
H 5.65800 1.12597 -2.88587
H 2.20899 3.69769 -1.93438
H -0.01707 6.38256 -3.03477
H 1.35757 5.29767 -3.03010
H 1.68349 8.00305 -2.68614
H 2.78302 6.83571 -1.91973
H 1.73010 8.51700 -0.41191
H 1.62085 6.92427 0.02979
H -0.51145 8.21283 -1.47959
H -0.49831 8.22577 0.28958
H -1.67650 6.18015 -1.04340
H -0.81772 5.89873 0.47186
I -2.66464 -2.38639 -4.97041
C -2.82834 -3.33528 -3.13127
C -3.68776 -4.40572 -2.94446
C -3.74362 -4.98931 -1.69102
C -2.94675 -4.49055 -0.67759
N -2.11741 -3.45834 -0.86005
C -2.06491 -2.88960 -2.06798
H -4.29906 -4.77467 -3.75657
H -4.39879 -5.82563 -1.49443
H -2.97356 -4.92565 0.30970
H -1.38115 -2.06103 -2.18215
C 0.02960 -0.27223 5.38946
O 0.46027 -1.15945 4.34991
C 0.38806 -0.74852 3.09210
S -0.14992 0.73814 2.64498
S 1.03401 -2.01258 2.03702
H 0.16192 -0.83330 6.30931
H -1.01312 0.00172 5.24089
H 0.64084 0.62938 5.38768

Computed properties:
frontier orbital gap (alpha / beta): 0.2197 / 0.2176 hartree
highest occupied orbital energy (alpha / beta): -9.258 / -9.202 eV
spin multiplicity: 2
net charge: +1
calculated total energy: -3380.3746 a.u.
<S²>: 0.75
ΔE to the lowest compared entry with this formula, charge and spin: 5.4 kcal per mole